(1)
129
Properties=species:S:1:pos:R:3:forces:R:3 method="wB97M-V/def2-TZVPD" total_charge=+1 spin_multiplicity=1
C 1.79549 -1.57622 3.70957 0.72 0.78 -0.33
C 2.60859 -0.55075 2.69860 0.70 -1.70 0.44
O 2.20809 0.82245 3.06948 -1.53 -0.59 -2.30
C 1.02465 1.20207 2.25995 -1.30 0.34 -0.15
C -0.13228 2.01133 3.14996 2.53 1.39 -0.49
O -0.92604 1.12709 4.01718 0.49 0.96 -1.22
N -1.92257 0.51486 3.35360 -6.32 -4.03 -2.84
C -2.96760 -0.23428 4.15013 -0.35 -1.35 -3.91
C -4.01501 -0.91640 3.08280 6.37 0.65 1.86
N -3.51357 -0.47152 1.69520 6.72 -3.77 4.29
C -2.25695 0.39592 1.88330 -0.65 -1.82 1.97
H 1.62738 -0.97198 4.71811 0.25 -1.36 -2.32
H 2.47170 -2.50389 3.95139 -1.55 1.69 -0.65
H 0.78430 -1.87012 3.18975 1.89 0.40 1.35
H 2.42613 -0.80054 1.54792 0.16 0.73 2.60
H 3.78082 -0.71303 2.85539 -2.57 0.79 -0.16
H 0.52848 0.23756 1.81955 0.93 1.71 0.75
H 1.28151 1.92601 1.35960 -0.22 -1.47 1.89
H 0.49517 2.71537 3.88147 -1.62 -1.72 -1.30
H -0.77566 2.75232 2.48962 0.96 -2.10 1.40
H -2.96216 -0.27365 5.32335 0.05 0.16 -2.84
H -4.92740 -1.59297 3.36894 2.14 1.45 -1.04
H -3.98225 -0.76046 0.78620 1.31 0.56 1.11
H -1.62452 0.85691 0.98872 -1.82 -1.09 2.41
C -5.25431 2.55547 2.39147 -1.74 0.74 0.53
Cl -4.78699 0.85114 2.43340 -6.19 8.43 0.13
Cl -4.01231 3.53637 1.60379 0.21 -0.19 -0.04
H -6.19050 2.65407 1.83659 0.39 0.14 0.12
H -5.39290 2.91173 3.41513 0.08 0.10 -0.26
C -0.39054 4.38486 -0.40811 -0.01 0.39 -0.31
Cl -0.10335 4.69174 1.30892 0.02 0.46 -0.15
Cl -0.67687 2.66633 -0.70791 0.05 0.46 -0.11
H -1.26703 4.95291 -0.72926 0.15 -0.23 0.18
H 0.48529 4.70435 -0.97806 -0.14 -0.20 0.21
C -2.48464 -0.76309 -1.89855 0.15 -0.35 -0.36
Cl -1.06801 -0.19213 -1.00858 0.26 -0.75 -0.53
Cl -3.98016 -0.19892 -1.14336 -0.35 0.22 -0.84
H -2.43808 -0.38405 -2.92238 -0.07 0.09 0.40
H -2.48162 -1.85574 -1.90918 0.04 0.37 0.09
C -0.93403 -0.73852 -5.85828 0.39 0.15 -0.37
Cl -1.06258 0.83552 -5.06409 0.31 -0.48 -0.06
Cl -1.56566 -2.02600 -4.82455 0.06 -0.19 0.00
H -1.50721 -0.71555 -6.78833 0.05 -0.03 0.35
H 0.11698 -0.94168 -6.07757 -0.33 0.00 0.17
C 3.59190 5.49498 -0.86849 0.30 0.33 0.06
Cl 3.25573 4.10185 0.16642 0.03 -0.01 0.20
Cl 2.81858 5.31530 -2.44801 -0.01 0.04 -0.06
H 3.20921 6.39742 -0.38559 0.03 -0.30 -0.11
H 4.67208 5.58150 -1.00898 -0.39 -0.16 0.04
C -3.46438 3.70670 -5.49206 -0.21 0.29 -0.13
Cl -3.31888 2.53542 -6.80804 -0.23 0.19 -0.16
Cl -2.61521 3.14736 -4.04594 -0.26 0.54 0.39
H -3.03226 4.65770 -5.81289 0.00 -0.33 0.08
H -4.52176 3.84387 -5.25305 0.30 -0.17 -0.03
C 5.37347 -4.15504 4.16700 0.31 -0.22 0.26
Cl 4.11867 -4.45560 2.95868 -0.02 -0.15 -0.07
Cl 5.76694 -2.43412 4.26086 0.05 0.04 0.08
H 5.01550 -4.49191 5.14293 0.00 0.16 -0.28
H 6.27292 -4.71117 3.89188 -0.32 0.33 -0.02
C 3.89190 1.07567 -1.77869 0.25 0.31 0.14
Cl 3.55573 -0.31746 -0.74377 0.08 0.06 -0.04
Cl 3.11858 0.89600 -3.35820 -0.12 0.16 -0.02
H 3.50921 1.97812 -1.29578 -0.01 -0.35 -0.20
H 4.97208 1.16219 -1.91917 -0.27 -0.18 -0.01
C 6.89190 7.94755 0.40569 0.26 0.30 0.21
Cl 6.55573 6.55442 1.44060 0.01 0.03 0.04
Cl 6.11858 7.76787 -1.17383 0.11 0.22 -0.11
H 6.50921 8.85000 0.88860 -0.01 -0.30 -0.16
H 7.97208 8.03407 0.26521 -0.31 -0.14 -0.03
C 5.83562 -0.74073 -4.94441 -0.24 0.27 -0.11
Cl 5.98112 -1.91201 -6.26039 -0.05 0.05 -0.06
Cl 6.68479 -1.30007 -3.49829 -0.05 0.10 0.13
H 6.26774 0.21027 -5.26524 0.00 -0.32 0.07
H 4.77824 -0.60355 -4.70540 0.38 -0.18 -0.05
C -0.68464 -3.58055 -8.78662 -0.12 -0.24 -0.35
Cl 0.73199 -3.00959 -7.89664 0.19 -0.08 -0.06
Cl -2.18016 -3.01638 -8.03143 0.23 -0.29 -0.42
H -0.63808 -3.20151 -9.81044 0.01 0.00 0.33
H -0.68162 -4.67320 -8.79725 0.02 0.31 0.13
C -8.91741 3.84860 3.23522 -0.39 0.09 0.20
Cl -8.45009 2.14428 3.27715 -0.13 -0.13 0.09
Cl -7.67540 4.82951 2.44754 -0.11 0.28 -0.04
H -9.85360 3.94720 2.68034 0.48 -0.14 0.14
H -9.05600 4.20487 4.25888 0.17 -0.12 -0.25
C 2.57049 -7.39069 1.18377 0.09 0.34 -0.06
Cl 1.69621 -8.09198 2.55078 -0.02 0.12 0.05
Cl 3.12066 -8.64718 0.06854 0.03 0.10 -0.07
H 1.90618 -6.70696 0.64968 0.11 -0.26 0.13
H 3.43849 -6.84349 1.55946 -0.20 -0.26 -0.06
C -7.72747 1.56883 -1.85778 -0.26 0.32 -0.24
Cl -7.58198 0.39756 -3.17376 -0.02 0.10 0.00
Cl -6.87831 1.00949 -0.41166 -0.13 0.13 0.22
H -7.29536 2.51984 -2.17861 0.00 -0.32 0.11
H -8.78485 1.70601 -1.61877 0.29 -0.16 0.00
C 4.01344 1.27859 5.54426 -0.10 0.15 -0.43
Cl 3.49306 0.24712 6.88222 -0.06 -0.14 0.03
Cl 4.97742 2.64037 6.12865 0.01 0.00 -0.08
H 4.61721 0.68622 4.85243 -0.11 0.12 0.28
H 3.13090 1.66325 5.02740 0.29 -0.16 0.24
C 0.15227 -4.66301 -2.14424 0.20 -0.22 -0.39
Cl 1.56890 -4.09205 -1.25427 0.03 -0.04 -0.05
Cl -1.34325 -4.09884 -1.38905 -0.12 -0.13 0.01
H 0.19882 -4.28397 -3.16807 -0.04 0.04 0.32
H 0.15529 -5.75566 -2.15487 -0.05 0.30 0.14
C 8.61479 -7.05945 4.82901 0.29 -0.28 0.19
Cl 9.18648 -5.40487 5.07475 0.02 -0.04 0.04
Cl 7.12202 -7.08262 3.88229 0.00 -0.30 -0.05
H 9.38271 -7.62572 4.29638 -0.25 0.24 0.04
H 8.42603 -7.51896 5.80226 -0.05 0.21 -0.26
C 7.31344 -4.69220 -1.53093 -0.09 -0.04 -0.38
Cl 6.79306 -5.72367 -0.19297 -0.07 -0.08 -0.03
Cl 8.27742 -3.33042 -0.94654 -0.01 0.03 -0.09
H 7.91721 -5.28457 -2.22276 -0.09 0.15 0.29
H 6.43090 -4.30754 -2.04779 0.21 -0.03 0.24
C -5.62747 -1.45235 -8.36628 -0.22 0.30 -0.16
Cl -5.48198 -2.62363 -9.68227 -0.09 0.10 -0.02
Cl -4.77831 -2.01169 -6.92017 -0.30 0.24 0.30
H -5.19536 -0.50135 -8.68711 0.00 -0.31 0.09
H -6.68485 -1.31518 -8.12727 0.30 -0.16 -0.02
C 0.28932 -2.01592 7.13827 0.44 -0.17 0.19
Cl -0.74684 -1.40849 5.84124 -0.01 -0.20 0.21
Cl -0.59916 -2.12788 8.66250 0.10 -0.02 -0.04
H 0.65503 -3.00895 6.86587 -0.23 0.24 0.03
H 1.13367 -1.33454 7.26784 -0.31 -0.07 -0.06
C -11.20367 5.89934 0.58550 0.19 0.40 -0.07
Cl -11.20806 5.00611 -0.93995 0.06 0.08 -0.01
Cl -11.87192 4.92087 1.89746 -0.26 0.15 0.01
H -10.17555 6.17348 0.83423 -0.24 -0.19 -0.05
H -11.80877 6.80198 0.47106 0.06 -0.34 0.02



(2)
96
Properties=species:S:1:pos:R:3:forces:R:3 method="wB97M-V/def2-TZVPD" total_charge=0 relative_energy_kcal_mol=80.7 spin_multiplicity=1 smiles=ClC(Cl)(Cl)Cl.ClC(Cl)(Cl)Cl.c1cc[nH]c1.c1cc[nH]c1.CCN(CC)CC.CCN(CC)CC.CCN(CC)CC
C -0.03822 -0.18014 -6.05260 0.68 0.10 -0.07
C 1.48977 -0.61962 -6.17837 -1.66 -0.66 1.14
N 1.92077 -1.54597 -5.11535 0.45 -1.48 -2.25
C 1.73983 -2.99794 -5.34852 -1.40 0.89 0.36
C 0.28725 -3.51939 -5.13886 0.44 -0.78 -0.82
C 1.88071 -1.06658 -3.79915 1.55 0.98 1.47
C 3.00299 -1.71119 -2.89934 -0.20 -0.30 -0.84
H -0.51752 -0.12279 -7.02988 0.12 0.30 -0.11
H -0.09199 0.78368 -5.54636 0.01 0.08 -0.27
H -0.70006 -0.81457 -5.46304 0.46 -0.44 0.10
H 1.64536 -1.06919 -7.15908 0.13 -0.19 0.15
H 2.08727 0.29071 -6.12945 0.16 -0.03 0.05
H 2.00683 -3.22265 -6.38114 0.15 0.12 -0.02
H 2.39319 -3.59096 -4.70855 0.20 0.30 0.08
H -0.15331 -3.42030 -4.14680 0.14 0.44 -0.05
H -0.38021 -3.19047 -5.93535 -0.14 0.64 0.29
H 0.29539 -4.58893 -5.34891 0.21 -0.34 0.26
H 0.90003 -0.90571 -3.35138 -0.43 -0.66 0.36
H 2.25578 -0.04779 -3.89651 -0.04 0.45 0.15
H 3.85699 -1.72941 -3.57644 0.30 0.29 0.14
H 2.93647 -2.75974 -2.60916 -0.75 -0.07 0.03
H 3.27739 -1.16617 -1.99614 -0.29 0.31 -0.14
C -0.57374 6.86010 -0.22365 1.07 -1.82 1.07
C 0.20399 6.38970 -1.43436 0.36 1.02 -1.70
N 1.25566 5.35902 -1.31060 -1.30 0.07 2.49
C 0.69198 4.13943 -0.64995 2.13 0.12 -0.64
C 1.82045 3.07469 -0.39786 -1.39 -0.57 0.87
C 2.14642 5.16152 -2.43242 -1.62 0.59 -1.64
C 1.36669 4.78527 -3.72809 -0.43 -1.28 -1.16
H -1.37145 7.59163 -0.35252 0.29 -0.11 -0.51
H 0.21293 7.23343 0.43199 -0.41 0.21 0.56
H -0.97091 5.93832 0.20142 -0.52 0.41 0.60
H -0.51331 6.11758 -2.20866 -0.16 -0.12 -0.35
H 0.66030 7.33563 -1.72607 0.50 -0.19 -0.84
H 0.20768 4.40143 0.29074 0.50 0.20 0.10
H -0.13136 3.73558 -1.23911 -0.03 -0.49 -0.40
H 2.05391 2.41937 -1.23699 0.11 0.40 -0.29
H 2.72663 3.35356 0.13988 0.11 0.93 -0.58
H 1.44435 2.36799 0.34189 -0.50 -0.16 -0.05
H 2.89281 4.40429 -2.19242 -0.03 0.25 -0.04
H 2.59623 6.11984 -2.69201 0.46 0.03 0.51
H 0.53997 5.40208 -4.08047 -0.26 0.47 1.06
H 0.97250 3.76909 -3.71872 -0.38 -0.20 0.70
H 1.82735 4.70710 -4.71286 1.51 0.33 0.25
C -5.19235 -2.37752 6.77494 -1.31 0.16 0.67
C -4.10675 -3.10548 7.55282 0.14 1.67 -2.76
N -3.11874 -3.50752 6.51846 1.14 -1.02 1.13
C -2.55626 -2.43220 5.65118 -0.09 0.80 0.74
C -1.66176 -1.37757 6.28807 0.52 0.33 0.84
C -2.04495 -4.26655 7.21209 -0.26 0.10 -1.40
C -1.15712 -4.92028 6.18040 0.29 0.42 0.50
H -5.55799 -2.97346 5.93872 0.26 -0.19 -0.04
H -4.98313 -1.38180 6.38398 0.22 -0.02 0.31
H -6.03768 -2.31641 7.46034 -0.28 0.47 -0.08
H -3.62658 -2.42349 8.25455 -0.16 -0.08 0.57
H -4.65963 -3.90928 8.03895 0.93 -0.49 0.01
H -1.90345 -2.76170 4.84286 -0.79 -0.99 -0.13
H -3.36182 -1.82694 5.23544 -0.16 -0.64 -0.36
H -0.83220 -1.77121 6.87541 -0.11 -0.29 0.22
H -1.13678 -0.81687 5.51469 -0.33 0.20 -0.21
H -2.21209 -0.68198 6.92164 0.03 0.09 0.05
H -2.49002 -5.08364 7.77987 -0.24 0.31 0.29
H -1.40837 -3.65167 7.84832 -0.20 0.23 0.47
H -0.38446 -5.44495 6.74238 -0.07 -0.63 -0.39
H -0.62380 -4.15752 5.61306 -0.08 -0.16 -0.28
H -1.81732 -5.51819 5.55212 0.58 -0.27 -0.18
C 5.40846 -0.24344 2.00718 -0.40 -1.39 -0.80
Cl 6.79086 0.39518 1.18900 0.73 0.09 -0.25
Cl 4.44676 -1.22739 0.69906 0.74 1.07 1.48
Cl 5.91852 -1.45343 3.25078 -0.47 0.83 -0.48
Cl 4.51767 1.11333 2.66009 -0.32 -0.57 0.10
C 2.18286 -4.66582 1.31501 0.09 -0.03 0.41
Cl 1.53643 -6.18037 0.73180 -0.17 -0.47 -0.08
Cl 3.93895 -4.67422 1.18157 0.23 -0.23 0.42
Cl 1.63553 -3.37907 0.25201 -0.50 0.19 0.52
Cl 1.67838 -4.50943 3.07112 0.31 0.34 -1.24
N -3.51756 1.84550 -4.38681 0.33 -0.04 0.87
C -4.21335 1.53534 -3.24088 -0.05 -0.73 0.50
C -3.35341 1.36892 -2.17525 1.72 0.38 -1.55
C -2.01353 1.57845 -2.73590 -1.13 0.71 -0.90
C -2.16409 1.91760 -4.08505 -0.67 -0.47 1.17
H -3.96538 1.93731 -5.28744 0.36 0.08 0.21
H -5.25368 1.24617 -3.26302 -0.05 0.42 -0.18
H -3.56603 1.13842 -1.14178 -0.24 -0.09 -0.23
H -1.05316 1.58706 -2.24191 -0.15 0.00 0.14
H -1.42987 2.25097 -4.80351 -0.19 -0.15 0.05
N -0.69546 0.59317 1.13586 -1.96 -0.35 0.50
C -0.08561 0.40175 2.32833 1.03 0.52 0.78
C 1.19890 -0.08633 2.09673 -0.85 0.39 -0.75
C 1.28878 -0.18541 0.66408 -0.47 -1.07 -0.23
C 0.03944 0.06233 0.15574 1.19 0.79 -1.19
H -1.62738 0.96380 1.01641 0.17 -0.26 0.14
H -0.58036 0.75540 3.22083 0.19 -0.22 0.09
H 1.91247 -0.38964 2.84854 0.02 0.25 -0.14
H 2.06379 -0.44530 -0.04175 0.25 -0.28 0.66
H -0.31994 -0.01656 -0.85965 0.08 0.22 0.06



Number 1: highest occupied orbital energy -10.92 eV, orbital gap 8.27 eV. Number 2: highest occupied orbital energy -7.87 eV, orbital gap 7.89 eV.